Entry 1:
Below is a molecular structure, C36H51CuN3P2S, with properties calculated with wB97M-V/def2-TZVPD.

Atoms and positions in Å:
Cu1 -1.081 0.643 0.862
C1 4.333 0.075 -0.184
P1 2.653 0.106 -0.964
C2 2.810 1.679 -1.910
C3 2.922 -1.124 -2.323
C4 4.011 -1.042 -3.193
C5 4.222 -2.000 -4.171
C6 3.333 -3.059 -4.304
C7 2.235 -3.151 -3.463
C8 2.007 -2.199 -2.465
P2 0.592 -2.322 -1.270
C9 1.388 -3.580 -0.158
C10 -0.568 -3.421 -2.206
H1 5.134 0.214 -0.914
H2 4.478 -0.880 0.324
H3 4.388 0.871 0.561
H4 3.706 1.702 -2.533
H5 2.832 2.511 -1.206
H6 1.928 1.802 -2.543
H7 4.710 -0.217 -3.110
H8 5.080 -1.922 -4.831
H9 3.497 -3.815 -5.064
H10 1.542 -3.977 -3.593
H11 1.810 -4.399 -0.743
H12 0.671 -3.980 0.557
H13 2.192 -3.095 0.403
H14 -0.203 -4.444 -2.332
H15 -0.752 -2.974 -3.187
H16 -1.522 -3.448 -1.675
C11 -2.288 1.121 -3.764
C12 -2.915 0.189 -2.753
C13 -4.174 -0.376 -2.976
C14 -4.732 -1.228 -2.026
C15 -6.058 -1.900 -2.289
C16 -4.062 -1.486 -0.828
C17 -2.788 -0.927 -0.554
C18 -2.239 -0.108 -1.583
N1 -2.067 -1.017 0.591
C19 -2.348 -1.986 1.667
C20 -1.206 -1.821 2.672
C21 -3.667 -1.754 2.424
C22 -2.307 -3.427 1.145
H17 -2.826 1.101 -4.712
H18 -1.246 0.850 -3.949
H19 -2.294 2.149 -3.392
H20 -4.704 -0.172 -3.902
H21 -6.582 -1.432 -3.123
H22 -6.704 -1.865 -1.408
H23 -5.905 -2.953 -2.539
H24 -4.549 -2.134 -0.114
H25 -1.227 0.280 -1.441
H26 -1.272 -0.844 3.165
H27 -0.240 -1.895 2.162
H28 -1.257 -2.589 3.449
H29 -3.723 -0.725 2.774
H30 -3.708 -2.415 3.297
H31 -4.550 -1.956 1.816
H32 -1.324 -3.639 0.730
H33 -3.045 -3.607 0.361
H34 -2.501 -4.130 1.961
C23 0.264 1.888 4.211
N2 1.646 1.915 3.772
C24 2.300 3.149 4.167
C25 1.822 1.555 2.366
C26 1.271 2.511 1.318
C27 1.996 3.666 1.011
C28 1.535 4.582 0.075
C29 0.337 4.334 -0.583
C30 -0.373 3.172 -0.297
C31 0.071 2.242 0.648
H35 0.229 2.010 5.296
H36 -0.183 0.920 3.963
H37 -0.353 2.678 3.756
H38 2.250 3.244 5.254
H39 1.844 4.049 3.726
H40 3.355 3.120 3.877
H41 1.360 0.575 2.218
H42 2.898 1.434 2.216
H43 2.953 3.837 1.497
H44 2.110 5.475 -0.145
H45 -0.039 5.034 -1.321
H46 -1.303 2.991 -0.837
S1 -2.616 1.771 2.126
C32 -3.601 2.480 0.929
N3 -4.279 1.706 0.045
C33 -5.089 2.181 -0.923
C34 -5.291 3.520 -1.053
C35 -4.617 4.380 -0.170
C36 -3.784 3.873 0.793
H47 -4.114 0.700 0.084
H48 -5.542 1.436 -1.564
H49 -5.946 3.902 -1.824
H50 -4.749 5.452 -0.265
H51 -3.225 4.511 1.463

Output
**Kohn-Sham gap (alpha / beta)**: 6.6 / 5.9 eV
**Relative energy (zero: lowest compared OMol25 entry of this formula, charge and spin)**: 0.00 kcal per mole
**Energy**: -116681.93633 eV
**HOMO (alpha / beta)**: -6.89 / -6.91 eV
**Multiplicity**: 2

=====

Entry 2:
Below is 4 unconnected molecules or ions with the total composition C36H51NO19P in a non-equilibrium geometry, with properties calculated with wB97M-V/def2-TZVPD.

Atoms and positions in Å:
C1 1.086 -1.039 2.034
C2 0.941 0.306 2.704
O1 -0.008 0.581 3.376
O2 1.974 1.176 2.509
C3 1.701 2.028 1.347
C4 2.947 2.205 0.494
C5 2.900 1.276 -0.733
C6 4.280 0.947 -1.289
C7 4.848 2.025 -2.207
C8 4.025 2.243 -3.480
C9 4.283 1.146 -4.509
C10 3.157 0.937 -5.519
P1 1.471 0.318 -4.856
C11 2.021 -1.495 -4.589
C12 2.120 -1.935 -3.139
O3 0.871 -2.316 -2.595
C13 3.130 -3.136 -3.011
N1 2.524 -4.338 -2.416
O4 0.855 2.007 -4.839
C14 -0.137 2.052 -3.861
C15 -1.047 0.870 -4.195
O5 -1.849 0.344 -3.163
C16 -2.707 1.246 -2.515
C17 -2.703 0.858 -1.033
C18 -1.419 1.285 -0.332
O6 -2.845 -0.565 -0.999
O7 -0.177 -0.175 -4.517
H1 0.221 -1.224 1.409
H2 1.082 -1.782 2.822
H3 2.004 -1.088 1.465
H4 1.307 2.970 1.704
H5 0.953 1.521 0.748
H6 2.928 3.244 0.178
H7 3.843 2.045 1.087
H8 2.437 0.348 -0.409
H9 2.274 1.759 -1.474
H10 4.949 0.858 -0.431
H11 4.283 -0.028 -1.766
H12 4.888 2.964 -1.651
H13 5.857 1.729 -2.491
H14 2.973 2.357 -3.249
H15 4.369 3.182 -3.911
H16 5.176 1.452 -5.061
H17 4.554 0.197 -4.045
H18 2.961 1.872 -6.040
H19 3.470 0.210 -6.268
H20 1.790 0.562 -3.462
H21 1.135 0.092 -6.257
H22 1.264 -2.122 -5.058
H23 2.969 -1.634 -5.103
H24 2.493 -1.152 -2.486
H25 0.464 -2.937 -3.205
H26 3.981 -2.815 -2.399
H27 3.535 -3.410 -3.978
H28 2.363 -4.189 -1.429
H29 3.207 -5.085 -2.465
H30 -0.699 2.973 -4.048
H31 0.250 2.021 -2.842
H32 -1.580 1.082 -5.129
H33 -2.413 2.287 -2.658
H34 -3.732 1.156 -2.887
H35 -3.599 1.221 -0.536
H36 -1.639 2.006 0.453
H37 -0.895 0.458 0.133
H38 -0.742 1.779 -1.021
H39 -1.986 -0.963 -0.844
C19 -6.219 0.740 2.241
C20 -5.010 0.327 2.650
C21 -4.805 -1.029 3.268
O8 -3.677 -1.343 3.600
C22 -5.960 -1.893 3.435
C23 -7.163 -1.481 3.025
C24 -7.367 -0.134 2.391
O9 -8.496 0.157 2.035
O10 -8.266 -2.217 3.140
O11 -3.918 1.066 2.538
H40 -6.379 1.710 1.792
H41 -5.799 -2.859 3.887
H42 -8.984 -1.676 2.759
H43 -3.187 0.526 2.900
C25 -4.307 -7.798 1.522
C26 -5.200 -6.801 1.488
C27 -4.896 -5.442 2.056
O12 -5.760 -4.589 1.971
C28 -3.600 -5.222 2.675
C29 -2.707 -6.220 2.709
C30 -3.002 -7.574 2.123
O13 -2.131 -8.421 2.186
O14 -1.505 -6.099 3.255
O15 -6.410 -6.927 0.959
H44 -4.513 -8.778 1.116
H45 -3.396 -4.243 3.089
H46 -1.066 -6.963 3.135
H47 -6.840 -6.055 1.063
C31 3.253 6.812 5.102
C32 3.348 5.793 5.964
C33 3.083 4.371 5.550
O16 3.213 3.508 6.398
C34 2.689 4.110 4.175
C35 2.591 5.133 3.314
C36 2.879 6.551 3.721
O17 2.783 7.419 2.873
O18 2.237 4.979 2.042
O19 3.683 5.948 7.239
H48 3.443 7.837 5.388
H49 2.486 3.084 3.893
H50 2.255 5.873 1.648
H51 3.678 5.049 7.625

Output
**Kohn-Sham gap**: 4.4 eV
**Total charge**: -1
**Energy**: -87838.41297 eV
**HOMO**: -4.51 eV

=====

Entry 3:
Below is 2 unconnected molecules or ions with the total composition C36H52N2O3PS in a non-equilibrium geometry, with properties calculated with wB97M-V/def2-TZVPD.

Atoms and positions in Å:
C1 -0.588 -3.752 -0.559
C2 -0.623 -2.383 -1.263
O1 -1.764 -2.378 -2.103
C3 -2.633 -1.291 -1.853
C4 -3.318 -1.347 -0.453
C5 -4.812 -1.566 -0.677
C6 -5.201 -2.812 -1.130
C7 -6.511 -3.068 -1.394
C8 -6.935 -4.413 -1.875
C9 -7.851 -5.180 -1.152
C10 -8.120 -6.420 -1.701
C11 -7.530 -6.787 -2.887
N1 -6.655 -6.092 -3.614
C12 -6.393 -4.921 -3.032
C13 -7.480 -2.079 -1.190
N2 -8.849 -2.415 -1.505
C14 -9.584 -2.447 -0.525
S1 -10.636 -2.834 0.559
C15 -7.079 -0.868 -0.715
C16 -5.731 -0.579 -0.452
C17 -5.378 0.798 0.036
O2 -4.367 1.396 -0.284
C18 -6.403 1.431 0.936
C19 -7.674 1.152 0.695
C20 -8.073 0.245 -0.432
O3 -9.109 0.382 -1.044
H1 -0.825 -4.488 -1.331
H2 0.406 -3.962 -0.159
H3 -1.379 -3.816 0.191
H4 -0.593 -1.555 -0.543
H5 0.290 -2.325 -1.872
H6 -2.149 -0.317 -2.013
H7 -3.413 -1.354 -2.615
H8 -2.964 -2.205 0.124
H9 -3.153 -0.432 0.109
H10 -4.453 -3.583 -1.274
H11 -8.289 -4.800 -0.238
H12 -8.795 -7.105 -1.203
H13 -7.801 -7.761 -3.293
H14 -5.659 -4.296 -3.545
H15 -6.118 2.106 1.735
H16 -8.468 1.569 1.307
C21 4.168 -0.311 4.356
C22 5.130 -0.296 3.172
C23 5.809 1.060 2.975
C24 4.935 2.152 2.338
P1 4.679 2.104 0.560
C25 6.316 1.921 -0.194
C26 7.464 2.867 0.190
C27 7.428 4.302 -0.347
C28 7.160 4.427 -1.843
C29 4.059 3.691 0.000
C30 2.694 4.249 0.429
C31 1.449 3.589 -0.163
C32 1.499 3.333 -1.665
C33 3.831 0.667 -0.111
C34 2.363 0.269 0.115
C35 1.790 0.371 1.539
C36 1.537 -0.991 2.187
H17 3.391 0.450 4.263
H18 3.676 -1.281 4.433
H19 4.703 -0.136 5.290
H20 4.611 -0.611 2.264
H21 5.904 -1.044 3.354
H22 6.709 0.919 2.371
H23 6.154 1.423 3.945
H24 5.435 3.111 2.518
H25 3.983 2.242 2.866
H26 6.184 1.896 -1.279
H27 6.638 0.908 0.070
H28 8.386 2.406 -0.175
H29 7.558 2.907 1.278
H30 8.395 4.762 -0.131
H31 6.704 4.900 0.212
H32 7.988 4.016 -2.423
H33 7.048 5.475 -2.117
H34 6.246 3.916 -2.150
H35 4.169 3.746 -1.085
H36 4.779 4.411 0.397
H37 2.680 5.304 0.143
H38 2.620 4.232 1.520
H39 0.585 4.220 0.057
H40 1.258 2.656 0.369
H41 1.491 4.270 -2.225
H42 0.632 2.750 -1.975
H43 2.385 2.766 -1.964
H44 4.455 -0.197 0.139
H45 3.953 0.767 -1.197
H46 2.247 -0.755 -0.249
H47 1.739 0.856 -0.559
H48 0.826 0.883 1.498
H49 2.426 0.980 2.182
H50 0.734 -1.515 1.667
H51 1.231 -0.864 3.225
H52 2.427 -1.623 2.165

Output
**Kohn-Sham gap**: 8.1 eV
**Total charge**: +1
**Energy**: -67415.43875 eV
**HOMO**: -10.44 eV

=====

Entry 4:
Below is a molecular structure, C36H53BrN7O4PbSeSi in a non-equilibrium geometry, with properties calculated with wB97M-V/def2-TZVPD.

Atoms and positions in Å:
Pb1 -0.839 -0.317 1.588
C1 -0.508 -0.064 4.937
C2 0.079 -1.464 4.808
N1 0.386 -1.871 3.422
C3 1.799 -2.025 3.042
C4 2.411 -0.707 2.630
C5 3.799 -0.493 2.734
C6 4.336 0.699 2.300
C7 3.509 1.633 1.668
C8 2.152 1.355 1.606
C9 1.269 2.352 0.910
N2 -0.105 2.366 1.380
C10 -2.388 2.484 3.104
C11 -2.393 1.505 4.293
N3 -1.635 0.230 4.025
N4 1.611 0.215 2.071
H1 0.260 0.699 4.743
H2 -0.829 0.054 5.993
H3 -0.621 -2.198 5.221
H4 0.981 -1.511 5.431
H5 -0.159 -2.699 3.177
H6 1.888 -2.774 2.258
H7 2.412 -2.386 3.889
H8 4.383 -1.263 3.247
H9 5.405 0.902 2.457
H10 3.941 2.564 1.301
H11 1.329 2.158 -0.169
H12 1.777 3.327 1.086
H13 -0.715 2.502 0.579
H14 -2.737 1.919 2.246
H15 -3.171 3.218 3.310
H16 -3.410 1.234 4.566
H17 -1.959 1.997 5.179
H18 -2.301 -0.540 4.100
O1 -3.782 -3.255 0.735
C12 -2.606 -2.961 0.922
O2 -2.074 -2.533 2.011
C13 -1.621 -2.948 -0.272
O3 -1.506 -3.934 -0.998
O4 -0.971 -1.851 -0.408
C14 2.997 -3.388 -4.691
C15 2.590 -4.438 -3.645
C16 2.545 -3.987 -2.171
C17 1.314 -3.254 -1.683
N5 0.938 -2.133 -2.493
C18 1.416 -0.872 -2.311
Se1 2.883 -0.482 -1.261
N6 0.747 -0.013 -3.166
C19 0.811 1.436 -3.181
C20 2.172 2.064 -3.417
C21 2.769 1.952 -4.821
C22 3.173 0.574 -5.331
C23 -0.204 -0.770 -3.868
C24 -1.136 -0.402 -4.841
C25 -2.038 -1.378 -5.314
C26 -1.944 -2.702 -4.869
C27 -0.962 -3.081 -3.942
C28 -0.111 -2.104 -3.442
H19 3.090 -3.851 -5.688
H20 3.972 -2.939 -4.432
H21 2.274 -2.578 -4.758
H22 3.270 -5.290 -3.716
H23 1.606 -4.862 -3.912
H24 3.432 -3.384 -1.948
H25 2.619 -4.877 -1.539
H26 1.531 -2.829 -0.702
H27 0.427 -3.882 -1.582
H28 0.381 1.794 -2.250
H29 0.123 1.759 -3.968
H30 2.853 1.740 -2.625
H31 2.013 3.137 -3.242
H32 3.630 2.639 -4.859
H33 2.024 2.374 -5.512
H34 3.872 0.079 -4.637
H35 3.655 0.636 -6.335
H36 2.312 -0.129 -5.446
H37 -1.205 0.626 -5.228
H38 -2.768 -1.096 -6.063
H39 -2.646 -3.445 -5.239
H40 -0.966 -4.100 -3.545
C29 0.725 3.298 3.902
Si1 -0.782 3.512 2.674
C30 -1.317 4.719 4.169
C31 -0.961 5.040 1.470
H41 0.473 3.422 4.976
H42 1.497 4.050 3.698
H43 1.222 2.311 3.761
H44 -0.621 5.565 4.265
H45 -1.380 4.245 5.165
H46 -2.309 5.145 3.986
H47 -1.713 5.785 1.824
H48 -1.255 4.712 0.464
H49 -0.001 5.579 1.374
Br1 -2.520 1.305 -1.348
C32 -3.833 0.484 -0.130
C33 -5.102 0.301 -0.696
C34 -6.110 -0.269 0.088
C35 -5.793 -0.751 1.365
C36 -4.466 -0.653 1.779
N7 -3.560 0.097 1.100
H50 -5.258 0.670 -1.710
H51 -7.138 -0.332 -0.285
H52 -6.549 -1.213 1.993
H53 -4.104 -1.190 2.660

Output
**Kohn-Sham gap**: 6.6 eV
**Total charge**: -1
**Relative energy (zero: lowest compared OMol25 entry of this formula, charge and spin)**: 0.00 kcal per mole
**Energy**: -205330.79883 eV
**HOMO**: -4.23 eV

=====

Entry 5:
Below is 7 unconnected molecules or ions with the total composition C36H54O6 in a non-equilibrium geometry, with properties calculated with wB97M-V/def2-TZVPD.

Atoms and positions in Å:
C1 2.306 5.440 21.852
O1 3.169 4.428 21.348
C2 3.951 3.947 22.394
C3 4.975 2.925 21.834
O2 4.387 1.905 21.045
C4 3.732 0.872 21.703
H1 1.407 5.617 21.261
H2 2.805 6.409 21.868
H3 1.961 5.150 22.845
H4 3.378 3.557 23.235
H5 4.606 4.726 22.784
H6 5.581 2.422 22.588
H7 5.618 3.450 21.127
H8 4.397 0.228 22.277
H9 3.257 0.248 20.946
H10 2.948 1.291 22.333
C5 -0.299 -3.292 22.786
O3 -0.775 -2.107 22.116
C6 0.122 -0.932 22.217
C7 0.411 -0.501 23.686
O4 1.559 -1.151 24.113
C8 1.656 -1.341 25.522
H11 0.760 -3.447 22.580
H12 -0.767 -4.208 22.427
H13 -0.471 -3.162 23.855
H14 -0.489 -0.084 21.909
H15 1.007 -0.978 21.581
H16 -0.458 -0.725 24.305
H17 0.710 0.526 23.893
H18 0.915 -2.010 25.961
H19 1.722 -0.493 26.204
H20 2.638 -1.803 25.616
C9 -0.486 -3.016 16.742
O5 -1.587 -3.305 17.623
C10 -1.421 -3.427 18.995
C11 -0.791 -4.759 19.397
O6 -1.698 -5.790 19.031
C12 -1.222 -6.972 18.362
H21 -0.101 -2.053 17.079
H22 -0.745 -2.816 15.703
H23 0.355 -3.709 16.733
H24 -2.360 -3.395 19.546
H25 -0.827 -2.552 19.261
H26 -0.670 -4.806 20.479
H27 0.223 -4.835 19.007
H28 -2.079 -7.582 18.074
H29 -0.558 -7.624 18.928
H30 -0.613 -6.820 17.471
C13 4.465 -3.060 23.040
C14 5.784 -2.814 22.662
C15 6.778 -3.577 23.154
C16 6.508 -4.686 23.925
C17 5.181 -4.978 24.286
C18 4.136 -4.113 23.883
H31 3.658 -2.433 22.690
H32 5.949 -1.900 22.111
H33 7.779 -3.367 22.807
H34 7.355 -5.337 24.080
H35 4.900 -5.813 24.911
H36 3.108 -4.290 24.162
C19 -2.388 2.046 26.133
C20 -1.397 2.183 25.140
C21 -1.756 2.210 23.791
C22 -3.076 2.063 23.399
C23 -4.061 1.923 24.386
C24 -3.714 1.984 25.756
H37 -2.164 2.259 27.168
H38 -0.375 2.323 25.460
H39 -0.989 2.335 23.041
H40 -3.177 2.006 22.325
H41 -5.099 1.818 24.107
H42 -4.544 1.957 26.447
C25 -1.458 1.723 19.824
C26 -1.650 0.434 19.439
C27 -2.935 0.018 19.114
C28 -4.016 0.879 19.230
C29 -3.784 2.160 19.582
C30 -2.553 2.571 19.932
H43 -0.496 2.146 20.075
H44 -0.842 -0.272 19.317
H45 -3.038 -1.021 18.838
H46 -5.071 0.653 19.179
H47 -4.573 2.886 19.717
H48 -2.341 3.565 20.298
C31 -0.425 -6.837 25.152
C32 -0.393 -5.609 25.800
C33 0.730 -5.299 26.510
C34 1.908 -6.125 26.392
C35 1.806 -7.375 25.816
C36 0.655 -7.780 25.235
H49 -1.308 -7.107 24.591
H50 -1.219 -4.913 25.788
H51 0.822 -4.309 26.931
H52 2.925 -5.848 26.624
H53 2.606 -8.100 25.785
H54 0.510 -8.720 24.724

Output
**Kohn-Sham gap**: 9.8 eV
**Structure (SMILES)**: c1ccccc1.c1ccccc1.c1ccccc1.c1ccccc1.COCCOC.COCCOC.COCCOC
**Energy**: -50486.31238 eV
**HOMO**: -9.21 eV